Density functional theory data (ωB97M-V/def2-TZVPD) for a molecular structure, C17H20BClN4O3PdS2SbSe4 in a non-equilibrium geometry.

**ΔE to the lowest compared entry with this formula, charge and spin**: 51.9 kcal/mol
**Orbital gap (spin up / spin down)**: 4.43 / 4.25 eV
**Total charge**: -1
**Max |F|**: 2.0 eV/A
**LUMO level (spin up / spin down)**: 0.473 / 0.363 eV
**Molecular weight**: 982.791 u
**HOMO (spin up / spin down)**: -4.0 / -3.9 eV

Each line ends with the natural charge from an NBO analysis.
Geometry (Å):
Pd: 0.1612 0.4465 -0.2459  0.5304
Se: 3.9420 -3.7874 -1.8130  -0.7650
Sb: 1.6772 -4.2645 -1.2471  0.5963
Se: 1.0025 -1.0037 -1.8808  0.3701
Se: 1.0054 -1.9275 0.3390  -0.1898
Se: 1.1225 -6.2450 -0.0319  -0.8102
C: -1.7794 -4.1620 -0.6936  -0.4303
N: -2.3612 -2.8358 -0.5702  -0.2930
C: -3.2914 -2.5182 0.3643  -0.0530
C: -3.5797 -1.2041 0.2143  -0.0070
N: -2.8478 -0.7014 -0.8195  -0.4336
B: -2.9288 0.8943 -0.9999  0.1815
N: -2.5616 1.2931 -2.4395  -0.5124
C: -3.3974 1.0930 -3.5152  -0.0478
C: -2.7064 1.3046 -4.6470  -0.0858
N: -1.4253 1.6317 -4.2628  -0.3593
C: -0.3064 1.7576 -5.1749  -0.4124
C: -1.3484 1.5998 -2.9090  0.2944
S: 0.0824 1.9819 -2.0603  -0.2054
C: -2.0461 -1.7223 -1.2827  0.2062
S: -0.9317 -1.7888 -2.6130  0.0761
H: -1.0968 -4.3477 0.1199  0.2617
H: -1.2418 -4.2298 -1.6307  0.2452
H: -2.5753 -4.9039 -0.6770  0.2132
H: -3.6408 -3.2443 1.0788  0.2327
H: -4.2295 -0.5668 0.7879  0.2478
H: -2.1934 1.4229 -0.2162  -0.0027
H: -4.0782 1.1928 -0.8213  -0.0465
H: -4.4270 0.8125 -3.3690  0.2305
H: -2.9944 1.2549 -5.6841  0.2224
H: -0.5303 2.5061 -5.9337  0.2061
H: -0.1120 0.7955 -5.6504  0.2076
H: 0.5664 2.0626 -4.6098  0.2527
C: 4.0029 0.0472 0.8361  -0.6457
C: 3.1395 1.2787 0.7834  -0.0648
C: 3.3448 2.2287 -0.2064  -0.2374
C: 2.5903 3.3873 -0.2462  -0.0493
Cl: 2.8737 4.5527 -1.5125  -0.0328
C: 1.6144 3.6254 0.6971  -0.2319
C: 1.3858 2.6838 1.6891  -0.3021
C: 2.1334 1.5072 1.7356  0.3684
O: 1.9640 0.5585 2.6784  -0.5151
C: 0.9102 0.7318 3.6179  -0.1968
C: -0.5379 0.7887 3.0713  0.7529
O: -1.3658 1.1764 3.9012  -0.7037
O: -0.7645 0.3947 1.8858  -0.8378
H: 5.0349 0.3175 1.0731  0.2143
H: 4.0031 -0.4712 -0.1228  0.2338
H: 3.6487 -0.6505 1.5863  0.2426
H: 4.1030 2.0552 -0.9605  0.2231
H: 1.0214 4.5278 0.6537  0.2267
H: 0.6181 2.8794 2.4226  0.2388
H: 1.0867 1.6172 4.2322  0.1861
H: 0.9723 -0.1413 4.2637  0.2101